# 1
Here is a structure of composition C31H55AlBBeBr2CaF6N4O17P3S at a distorted geometry from OMol25. Energies are from wB97M-V/def2-TZVPD.

```
123
Properties=species:S:1:pos:R:3
C 0.40756 -4.04520 -1.41709
H -3.09679 -0.50497 -7.25129
C 1.51327 2.30923 -4.85271
C 7.28216 0.86408 -1.68149
Br -0.58231 -2.53540 -5.18204
C 6.68162 0.12983 7.10389
C -1.07907 1.93053 0.32266
C -0.83845 0.39802 0.43251
H 2.16279 -8.10441 -2.76327
H -3.33388 -2.20084 -6.90059
H -0.15028 2.34618 -0.06084
O 7.24800 0.54790 -2.85948
H -0.49790 -4.09741 -4.10578
F -7.34342 6.78298 2.45797
H 1.39569 1.53901 -5.60731
O 0.93077 0.93778 -1.57383
H -5.13917 6.13017 2.50218
H 7.69727 2.62619 5.97597
H 1.36383 2.36238 2.31248
H 2.05879 2.18133 3.97609
H -4.89949 -0.36096 -3.23334
H -3.15013 -0.06653 -0.72333
F -7.48658 1.04221 0.28310
C -0.23584 -2.72562 -1.85293
B -8.58258 0.46672 0.97676
H 2.87069 3.07463 2.73478
O 0.69660 -4.25817 -0.25982
O 3.15511 1.06822 1.03105
C 1.10527 -7.12282 -4.34331
O 5.48199 1.25968 5.30218
C 0.62801 -5.07590 -2.45436
N 2.23300 -1.11628 1.60679
H 4.34443 -3.76985 2.56648
C -0.26998 0.36965 -2.05599
O -4.07905 0.00051 3.69679
O 7.34151 0.07313 -0.70921
H -2.68785 1.77560 -1.70139
O -3.56924 2.83927 0.09636
H -5.65905 5.39524 0.95766
P -3.59761 0.70040 2.45500
C 3.06759 1.01747 2.42355
F -9.36548 -0.21065 -0.09142
C 2.51719 -0.36571 2.83357
Ca 3.43190 -5.11711 3.85340
Br 5.01387 -1.56954 0.37485
C 1.36094 -6.22368 -2.11436
F 3.09375 3.37946 0.65821
H -0.03486 -0.30858 -2.87861
H 4.06557 1.16600 2.84490
H -2.78362 0.39729 -3.12791
H -2.00857 -1.29094 -6.08627
H 7.48463 -0.57883 7.30941
H 3.20277 -0.87416 3.49791
C 1.59759 -7.22916 -3.04015
H -4.54718 4.49802 2.04241
H 5.74494 -0.27933 7.48488
H 1.30691 -7.89789 -5.06254
Al -8.13251 -1.12185 -1.31347
H 3.16017 2.07629 -3.45578
H 0.35319 -2.36909 -2.69233
C 2.14386 1.72094 -3.56649
H 0.51485 2.67366 -4.63010
N 1.17752 -1.51363 -0.35831
C 1.37287 2.09976 -2.28685
H -3.29306 -2.55852 -4.47913
O -3.25317 2.20722 2.82793
H -2.65936 -1.72913 -0.94026
H -2.74557 2.19715 3.65395
H -1.17642 2.33605 1.32622
O -1.81722 3.79802 -1.26594
H 1.72772 -6.31404 -1.10282
O 7.25328 2.03731 -1.24764
H 6.35603 -0.53946 5.09167
H -1.21345 -2.99010 -2.24290
H 1.66721 -1.07546 -1.13960
O -3.95980 -0.86449 -5.43122
H -2.41922 -1.60726 1.36421
F -8.13360 -0.51183 1.83128
C -0.95555 -0.37993 -0.90890
H -0.03852 -5.94394 -5.68770
C -2.79752 -0.62010 -2.74359
H 0.49449 0.59663 1.95152
C -4.13251 -1.87052 -4.43906
H -2.10517 -1.17183 -3.36971
C 1.27902 -0.74265 0.76729
O -7.63430 5.15808 2.76476
N -6.52324 4.57293 2.67612
H -5.41363 1.30892 1.48261
C -3.07546 -1.24114 -6.45352
H 2.06339 2.58947 -1.60363
H 1.58166 -0.18864 3.36483
Be -4.94170 1.10516 5.21933
S -2.38376 2.61746 -0.68955
C 6.57246 0.39369 5.61550
H 2.15964 0.63574 -3.62137
H -4.55710 -1.86249 -2.31484
H 7.50298 0.77596 5.19568
C -0.24355 -1.76079 -0.69563
O -6.41893 3.48491 3.16323
C 6.79944 3.23793 6.01364
O -4.73551 0.61804 1.38116
H 2.13173 3.11547 -5.22113
P -1.85051 -0.42281 1.85120
F -9.37600 1.38800 1.56246
H 7.02252 4.16928 5.50077
C -2.45005 -0.71014 -1.25778
H -5.05170 -2.41655 -4.66038
H 3.49724 1.99492 0.77665
C -5.36526 5.20370 1.98596
C 0.35551 -5.99753 -4.68492
H 0.56267 2.80764 -2.46428
C 2.26290 2.19617 2.90124
C 0.13030 -4.98525 -3.75926
C -4.20209 -1.18393 -3.08830
C 5.59209 2.61921 5.35011
H 6.88284 1.04442 7.65885
N 0.55976 0.33948 0.96895
H -0.89659 1.14791 -2.49186
H -0.68644 -2.30840 0.13648
P 3.17101 -2.48471 1.12670
O 4.69846 3.28496 4.92254
H 6.55551 3.45529 7.05260
O 3.56856 -3.20072 2.69968
```

Summary:
- E_HOMO (eV) = -10.43
- E_tot (eV) = -294983.1758
- net charge = +2
- Kohn-Sham gap (eV) = 1.418

---

# 2
Here is a cluster of 7 separate species, C31H55Br2N6O4PS in total at a distorted geometry from OMol25. Energies are from wB97M-V/def2-TZVPD.

```
100
Properties=species:S:1:pos:R:3
H -6.76342 4.94448 -1.45988
O -4.19409 2.17499 -1.08870
H -1.48297 3.40854 -0.17880
H -1.13337 -0.27377 1.99916
C 5.78546 -2.18780 -0.48523
C -3.12080 0.08077 1.16628
C -1.58782 0.21313 1.13172
H 4.16193 0.57400 -2.13436
C 6.55187 -5.15790 5.93535
H -5.04311 5.72961 0.95698
C -0.53734 2.19137 -4.31854
C -7.51478 -2.31392 0.31393
C 6.86922 -6.58022 5.49075
C -8.81194 -2.42684 1.12356
H -3.13470 1.03150 -6.15342
C -1.77750 2.35913 -0.11720
C 4.33641 1.42778 -2.79043
H -9.62314 -4.14574 0.07681
H -1.75413 0.08456 -5.59001
H -2.72562 -1.28048 -1.00604
H -1.56035 2.16946 1.96656
C 0.39983 1.83841 1.13607
C 1.24312 0.71379 0.52603
C 6.35088 -6.15041 3.10606
H -7.14570 4.59492 0.22610
H 2.93469 0.43924 1.81780
H -3.74138 7.08994 -0.68343
H 6.45731 1.47615 -2.41331
H 0.90758 -0.26978 0.84906
H 7.68488 -2.04605 0.33456
P -3.81310 -1.05178 -0.14176
H -3.39423 -0.47617 -5.27515
H 6.23990 -5.14151 6.97902
N 3.79439 3.61802 -1.47450
C -6.48005 -3.20614 0.83167
C 4.01574 2.64703 -2.05723
H 7.12803 2.53166 -4.57664
H -1.19861 -0.30753 0.24919
C 5.79034 1.43129 -3.27698
S -3.53354 2.48948 0.12948
H -1.99964 2.96701 -3.08867
H 7.59459 -7.67818 3.75659
H -5.74997 3.83294 -0.52680
H 5.44277 2.55486 -5.09987
Br 0.91504 2.15364 2.99863
H 3.28421 0.18207 0.11183
C -6.32849 4.75751 -0.47589
H 7.04496 -3.68544 0.19339
H -7.68557 -2.57400 -0.73226
O -3.80767 1.33957 1.22032
H -1.58005 1.83761 -1.05018
N -5.67905 -3.91891 1.25810
C 2.73515 0.81590 0.81165
H 3.64805 1.34453 -3.63456
C 6.29469 -2.59284 1.91116
H 6.81077 -0.50705 2.26008
C -1.14084 1.66640 1.09269
N 5.53126 -5.75137 2.40007
H 7.64493 -7.00427 6.13005
H -10.35035 -3.85380 1.65688
H -3.38675 -0.42810 2.09549
H -3.80478 1.44624 -3.75609
C -2.78117 1.17465 -4.01664
O -5.07751 -0.63995 -0.78320
C -3.40080 5.10709 -1.14653
H 8.26317 -6.05523 3.91249
O -3.81205 3.69371 0.83689
C -4.32436 6.22801 -1.01134
N 0.57139 1.95143 -4.52792
C 5.95171 -1.17490 2.35308
H -3.93351 -2.25764 0.55948
H -6.07398 6.82915 0.05789
H 7.07488 -3.00147 2.55629
H -7.11543 -1.29934 0.32641
H 5.96054 3.54736 -3.73434
H -8.61740 -2.12620 2.15481
H 5.97833 0.47904 -3.77519
C 7.35714 -6.65168 4.03849
H -2.41314 0.53372 -3.21257
N -2.65819 4.23158 -1.25237
N 4.98939 -1.81516 -1.23139
H 5.74327 -4.72975 5.34103
H -4.72633 6.45632 -2.00059
H 0.65840 2.75449 0.60419
C -5.46291 5.92932 -0.03011
C -1.94528 2.45917 -4.05327
C 6.79041 -2.65936 0.46349
H 7.42565 -4.51051 5.83678
C 6.09674 2.58331 -4.22641
C -9.41411 -3.82616 1.09956
H -8.73849 -4.55468 1.54973
H 5.13958 -0.76278 1.75229
H -9.52494 -1.71019 0.71305
C -2.76379 0.41095 -5.33501
H 5.42718 -3.24150 2.01812
H 5.98505 -7.20992 5.60198
H 3.09007 1.84523 0.72325
H 5.63163 -1.16355 3.39507
Br 0.95076 0.88971 -1.38956
H -2.31503 3.13821 -4.82510
```

Summary:
- E_HOMO (eV) = -10.02
- E_tot (eV) = -210376.7353
- net charge = 0
- Kohn-Sham gap (eV) = 10.481

---

# 3
Here is a structure of composition C31H55BrMnNO3P3 at a distorted geometry from OMol25. Energies are from wB97M-V/def2-TZVPD.

```
95
Properties=species:S:1:pos:R:3
P 3.74643 -1.10365 -0.11307
H -4.46648 -4.13290 -0.18559
H 6.52163 0.12397 0.02370
N -5.35092 3.18003 -4.13179
C -0.20992 -2.76427 -3.26892
C 0.20049 1.86588 -2.51081
H -0.70002 4.10465 3.21403
H 5.73800 0.76052 -1.44678
C 2.67824 3.18256 -2.94921
C 3.84166 -1.62783 -2.76661
H -2.37044 -4.45779 1.17680
C -5.31822 3.50177 -2.83429
H 0.82338 0.42463 -3.98831
C -3.64208 -0.57648 4.20568
C 0.48665 3.08695 -1.81966
H 0.76804 4.77150 2.46220
C -1.20523 1.36685 -2.69177
H 4.40876 0.66278 1.36867
H -1.23546 -2.98143 -3.59994
H 1.45562 -1.17096 4.78910
H 0.97867 -2.67737 -1.46908
C -2.50488 0.31461 3.76248
H -3.26521 -1.48080 4.69883
H 1.16219 2.58086 1.27165
O 0.78469 0.02407 3.22765
C 1.14283 1.33330 -3.43076
H -0.30387 3.49045 -1.15679
H -3.82337 -2.92572 0.98725
Br 4.39752 3.82442 -3.07455
H -4.60901 3.04319 -0.84420
C -2.95618 -2.76130 -1.05621
H -4.26473 -0.01436 4.91419
H 3.87348 -2.69102 -2.48693
C -4.08519 -3.08477 -0.07287
C -4.58558 2.75112 -1.89240
C 0.52459 2.66185 2.16635
H 1.10419 2.37503 3.05621
C -0.83424 -2.94292 1.07533
H 1.94342 1.33415 5.10991
C 2.30149 2.07590 -3.73822
H -1.88244 0.64756 4.61853
H -2.71063 -3.65051 -1.64655
C 3.03360 -0.82313 -1.73381
H 4.44649 -2.58485 1.96017
H -1.37525 -2.28698 1.77780
H -2.01763 2.20759 -0.82178
H -1.40743 0.71499 -3.56577
H 1.99074 4.70160 -1.62550
H 1.98132 -1.12398 -1.70026
H 3.13069 -2.61378 3.12357
H 1.96902 -2.20281 1.02033
C -2.29207 1.62564 -1.73962
C -1.27909 -4.39083 1.12567
H 4.13892 -1.18192 2.95711
H -5.85691 4.39780 -2.52088
C 1.04301 0.84309 5.49674
H 4.88399 -1.28393 -2.82050
H 6.08907 1.84464 -0.09680
Mn -0.98535 -0.02009 -1.21145
H -0.29066 -0.77544 4.90038
C 0.71221 -0.37122 4.67416
H 3.42049 -1.55239 -3.77561
H -3.27810 -1.92073 -1.71235
H -0.97434 -4.95259 0.23269
C 2.71958 -1.47010 1.30936
H -0.06413 -4.12091 -1.57450
P -0.36408 0.13082 2.05388
H -2.87772 1.19065 3.21047
C -4.67812 2.08735 -4.55423
H 0.00800 -1.72112 -3.55584
O -0.61837 1.75452 2.02329
H 2.97735 1.75064 -4.52973
H -3.31061 0.48548 -4.14703
C -0.04933 4.05085 2.32523
H -0.84836 -4.90231 1.98680
H 3.60963 1.22090 -0.14488
H 3.07228 0.24974 -1.95639
C 3.64960 -1.98878 2.40298
H 1.22723 0.53724 6.52922
C -3.88075 1.31031 -3.68229
H -4.74553 1.84853 -5.62909
H 2.20547 -0.55926 1.61353
H 0.47153 -3.40479 -3.85134
C 4.38050 0.55157 0.27011
C -3.65356 1.78351 -2.34832
C -0.02133 -3.03857 -1.77345
O -1.67733 -0.48882 2.85225
P -1.23692 -2.32174 -0.58600
C 1.71449 3.75981 -2.10874
H 0.20750 1.54435 5.48728
H -4.95783 -2.43728 -0.26507
H -0.62973 4.34948 1.43937
H 0.23456 -2.81042 1.30998
C 5.75734 0.82562 -0.34777
H -4.26191 -0.86244 3.34341
```

Summary:
- E_HOMO (spin up / spin down) (eV) = -12.67 / -12.28
- E_tot (eV) = -169883.8527
- ⟨S²⟩ = 9.038
- 2S+1 = 6
- net charge = +2
- Kohn-Sham gap (spin up / spin down) (eV) = 6.872 / 3.567

---

# 4
Here is a structure of composition C31H55ClMoO2P2Si2 at a distorted geometry from OMol25. Energies are from wB97M-V/def2-TZVPD.

```
94
Properties=species:S:1:pos:R:3
O 1.19372 0.60764 1.51886
H 1.73590 0.55396 6.36389
H 4.01833 -2.67005 -2.45765
H 4.83285 -0.36064 2.56433
H -1.57026 -0.67026 2.27818
H -1.97121 1.38406 2.22714
C -1.78528 3.41957 -1.73107
H 0.88301 4.27970 -0.48966
H -2.41900 -2.88239 1.66792
C 1.21107 -4.35287 -2.96974
C 0.85752 3.18357 -0.56380
H 4.18421 0.28941 6.80002
C -0.30901 0.44605 -3.09087
C 0.93759 -1.37299 -2.31743
H -5.67680 -0.03411 0.58204
H -3.69379 -3.02063 -0.33078
H -1.07402 -1.64313 -3.30894
C 3.79613 0.21232 5.78330
C -3.18219 -3.15839 -1.29141
H 3.84474 -3.95218 -1.22005
H 0.31922 4.38770 1.80921
H 0.17408 -4.29291 -3.31934
H -0.25475 1.82981 2.38215
C -0.30212 -0.96741 -2.96775
H -1.24828 -1.74297 3.66108
C -1.28347 2.22797 2.35045
H -3.74723 -3.89892 -1.87443
C 0.91577 -3.22983 -0.03240
C 1.66202 -0.16895 -2.06170
C -1.43037 3.23903 1.21204
C -1.32344 -2.77983 1.75917
H 1.38293 -5.32832 -2.49311
Si 1.66235 -3.00901 -1.76343
C 1.14949 3.79607 -3.64904
H -3.28408 1.87928 -2.14008
H -2.21995 5.27774 -0.66331
C -1.70759 -5.10817 -0.65454
H 5.73472 -0.19098 4.89591
C -1.00520 -1.54842 2.60833
C -0.73388 -4.04023 2.39564
H 3.96587 2.40489 -2.93428
H 0.91514 -4.29959 0.22213
P -0.74791 -2.48584 0.01983
P -0.81926 2.49622 -0.38455
H -3.75032 3.01690 -0.85936
H 3.76464 3.71154 -1.72829
H -1.49941 2.71147 3.31347
C -3.23008 2.92551 -1.82195
H 0.34455 -3.92213 2.55605
C -1.73107 4.94242 -1.58715
H -1.22964 -3.56412 -2.07387
C -1.74564 -3.64604 -1.10321
H -3.77674 3.52654 -2.56266
H -2.27464 5.39502 -2.42902
C 2.81119 0.06509 3.15246
H 0.06226 -1.28987 2.54861
Cl -3.38358 0.00314 -0.19944
H -2.50527 3.42194 1.03475
H -2.24564 -5.71711 -1.39507
Mo -0.24534 -0.07911 -0.94344
C 4.66752 -0.04941 4.71434
H -0.70999 5.34252 -1.61569
C -0.74234 4.55740 1.58625
H -1.20913 -4.19005 3.37319
C -5.21675 0.04726 -0.41515
H 0.12187 3.65579 -4.00271
H -0.90157 -4.94505 1.80298
H 1.87872 -4.27110 -3.84067
H -5.44878 1.00380 -0.90295
H 2.63326 -0.12885 -1.58021
H -5.48345 -0.80087 -1.06010
H -0.69030 -5.51261 -0.58770
C 3.46382 2.68746 -1.99718
H 1.29187 4.84237 -3.34446
H 3.76326 1.99413 -1.19868
C 0.92615 0.96868 -2.51768
H 0.87621 0.41984 4.02368
H 1.58340 -2.69312 0.66489
C 3.50973 -2.94809 -1.52312
H 1.83431 3.58481 -4.48408
C 2.42511 0.37187 5.53862
C 2.31682 0.03278 1.72271
O 3.02876 -0.55007 0.86612
H 3.75486 -2.21856 -0.73490
H -0.82002 5.32567 0.80921
H -1.22195 4.95524 2.49113
H -1.26994 3.13386 -2.66221
H -2.21190 -5.24814 0.30993
H -1.08963 1.04785 -3.53698
Si 1.61425 2.68350 -2.23057
H -3.22275 -2.21033 -1.83807
H 1.48191 2.74888 0.23584
C 1.93765 0.29424 4.23156
C 4.17617 -0.13883 3.40846
```

Summary:
- E_HOMO (spin up / spin down) (eV) = -6.58 / -6.63
- energy above the lowest of the compared OMol25 structures with the same formula, charge and spin (kJ/mol) = 0.00
- E_tot (eV) = -85848.2715
- ⟨S²⟩ = 2.014
- 2S+1 = 3
- net charge = 0
- Kohn-Sham gap (spin up / spin down) (eV) = 6.933 / 6.751